[1]
Below is a cluster of 5 separate species, C33H92BBrN13O6P4 in total at a distorted geometry, with properties calculated with ωB97M-V with the def2-TZVPD basis set.

```
150
C33H92BBrN13O6P4 (ωB97M-V with the def2-TZVPD basis set)
C 2.09820 2.86730 -0.83220
C 1.12408 2.43933 -2.11203
C 1.81284 3.01312 -3.49500
C 1.16753 4.41458 -4.05024
N 1.13930 5.54988 -3.05307
C 0.09580 6.59636 -3.37049
C -0.30057 7.47354 -2.00355
O -1.72941 7.13563 -1.69342
B -1.87426 5.84762 -2.42619
C -3.37076 5.33492 -2.87877
Br -4.51337 6.77895 -3.71416
C -4.16970 4.50100 -1.68101
C -4.78416 3.11521 -2.36671
O -1.26928 6.20184 -3.74852
H 2.96658 2.08636 -0.66810
H 2.63589 3.91560 -1.00508
H 1.40742 2.99410 0.13078
H 0.04769 2.88796 -1.99810
H 1.04414 1.25734 -2.13453
H 1.59062 2.18821 -4.32900
H 3.00311 3.06192 -3.43551
H 0.13946 4.15590 -4.54514
H 1.87485 4.77476 -4.94202
H 1.11278 5.22799 -2.06143
H 0.43020 7.44327 -4.10736
H 0.21334 7.13654 -0.98234
H -0.03459 8.63450 -2.05078
H -1.18795 5.11770 -1.77047
H -3.19560 4.52913 -3.74192
H -3.45858 4.17501 -0.81053
H -5.06932 5.12938 -1.27021
H -4.00430 2.21745 -2.28386
H -5.80870 2.80038 -1.85453
H -4.99304 3.31108 -3.52504
O -4.09470 0.18570 -0.35953
P -3.97502 -1.29319 0.08332
N -5.18062 -1.10127 1.28254
C -5.01759 -0.18854 2.40543
C -6.51659 -0.89719 0.70800
N -2.40214 -1.15155 0.71238
C -2.02758 -1.25932 2.10997
C -1.48450 -0.24213 0.02835
N -3.83744 -2.99327 0.59241
C -3.56210 -3.83728 -0.57644
C -4.77332 -3.69470 1.46722
H -5.92329 -0.15277 3.02349
H -4.78538 0.82816 2.08379
H -4.24388 -0.53367 3.08781
H -6.69246 -1.60861 -0.10664
H -6.63777 0.11385 0.30596
H -7.29986 -1.07538 1.45361
H -2.14140 -0.30441 2.63315
H -0.97830 -1.56401 2.20571
H -2.60076 -2.02255 2.64259
H -1.64854 0.79585 0.33696
H -1.61429 -0.30609 -1.05715
H -0.43822 -0.50083 0.22851
H -4.45247 -3.93570 -1.20537
H -3.22002 -4.83428 -0.28161
H -2.76498 -3.39787 -1.18630
H -5.77793 -3.75020 1.03553
H -4.82682 -3.23282 2.45770
H -4.43429 -4.72070 1.65484
O 2.09311 -2.01864 -0.19514
P 2.76377 -2.18096 -1.58129
N 1.65694 -3.39963 -2.04838
C 1.56219 -4.67083 -1.34438
C 0.29916 -2.87768 -2.24980
N 4.22264 -2.81928 -0.98634
C 4.70862 -4.17164 -1.18667
C 4.70445 -2.31100 0.29682
N 3.53474 -2.36756 -3.17477
C 4.01003 -1.06217 -3.64850
C 2.97516 -3.10175 -4.30657
H 0.74944 -5.28839 -1.74640
H 1.39284 -4.54113 -0.27408
H 2.45422 -5.27496 -1.49507
H 0.33183 -1.94659 -2.82660
H -0.20300 -2.66927 -1.29958
H -0.31418 -3.58070 -2.82493
H 4.29863 -4.86224 -0.44269
H 5.80149 -4.20556 -1.10020
H 4.48478 -4.55672 -2.18485
H 4.20289 -2.80620 1.13513
H 4.52979 -1.23281 0.37582
H 5.78548 -2.45604 0.40655
H 3.17145 -0.42930 -3.95553
H 4.70538 -1.16693 -4.48722
H 4.55259 -0.54064 -2.85223
H 2.02877 -2.67110 -4.64946
H 2.83034 -4.16058 -4.07169
H 3.67045 -3.09582 -5.15472
O -3.18586 -7.60707 2.20153
P -3.06619 -9.08596 2.64439
N -4.27178 -8.89404 3.84360
C -4.10876 -7.98131 4.96649
C -5.60776 -8.68995 3.26907
N -1.49330 -8.94431 3.27344
C -1.11874 -9.05208 4.67103
C -0.57567 -8.03490 2.58941
N -2.92861 -10.78604 3.15348
C -2.65326 -11.63005 1.98462
C -3.86448 -11.48747 4.02828
H -5.01445 -7.94553 5.58455
H -3.87655 -6.96461 4.64485
H -3.33504 -8.32644 5.64887
H -5.78363 -9.40138 2.45442
H -5.72893 -7.67892 2.86702
H -6.39103 -8.86815 4.01467
H -1.23256 -8.09718 5.19421
H -0.06946 -9.35678 4.76677
H -1.69193 -9.81532 5.20365
H -0.73971 -6.99691 2.89802
H -0.70545 -8.09886 1.50391
H 0.47062 -8.29360 2.78957
H -3.54363 -11.72847 1.35569
H -2.31118 -12.62705 2.27945
H -1.85615 -11.19064 1.37476
H -4.86910 -11.54297 3.59660
H -3.91798 -11.02558 5.01876
H -3.52546 -12.51347 4.21590
O 4.78506 6.44286 0.29661
P 4.30663 7.89085 0.56487
N 4.90867 8.43968 -0.94003
C 6.32620 8.39392 -1.27022
C 4.14912 7.90486 -2.07740
N 5.38482 8.18763 1.84517
C 6.49235 9.12482 1.83014
C 5.70361 7.06717 2.72830
N 3.75663 9.55542 0.87326
C 2.49111 9.52692 1.61623
C 3.69368 10.62508 -0.11921
H 6.50497 8.72173 -2.30180
H 6.74765 7.39400 -1.15362
H 6.89693 9.09567 -0.66590
H 3.07313 7.97622 -1.88283
H 4.38885 6.85423 -2.27030
H 4.34128 8.48249 -2.98878
H 7.39341 8.67796 1.39777
H 6.74043 9.44516 2.84937
H 6.25983 10.04384 1.28600
H 6.47527 6.42356 2.29258
H 4.81258 6.45994 2.91957
H 6.05510 7.41389 3.70705
H 1.66649 9.20863 0.97070
H 2.25337 10.50577 2.04436
H 2.55499 8.82344 2.45375
H 3.00278 10.38961 -0.93523
H 4.68086 10.85444 -0.53170
H 3.35819 11.56221 0.34127
```

Values from the calculation:
Molar mass: 981.8 g/mol
Lowest unoccupied orbital energy: -0.06 eV
Frontier orbital gap: 4.6 eV
Spin multiplicity: 1
Charge: -1
DFT total energy: -6439.6026 hartree



[2]
Below is a cluster of 9 separate species, C33H92N8O9 in total at a distorted geometry, with properties calculated with ωB97M-V with the def2-TZVPD basis set.

```
142
C33H92N8O9 (ωB97M-V with the def2-TZVPD basis set)
C -4.07908 -6.08899 -6.50471
O -3.98225 -5.18521 -5.37747
C -4.04310 -3.84324 -5.87567
C -3.38932 -2.85471 -4.87570
C -2.13122 -3.40119 -4.15997
N -4.38355 -2.62848 -3.79834
H -4.12246 -7.15055 -6.26121
H -3.24372 -6.03386 -7.20273
H -4.96596 -5.95787 -7.12467
H -3.44794 -3.73396 -6.78227
H -5.04207 -3.50948 -6.15634
H -3.17525 -1.89765 -5.35144
H -2.23734 -4.40258 -3.74277
H -1.79753 -2.83740 -3.28882
H -1.28782 -3.40298 -4.85045
H -4.09596 -1.81298 -3.27646
H -4.29689 -3.37236 -3.12067
C 0.18059 -0.26652 2.92359
O 1.43968 -0.70716 2.30584
C 1.63047 -0.14480 1.01057
C 0.49441 -0.48870 0.10179
C 0.03046 -1.95524 -0.13790
N 0.58687 0.09338 -1.24191
H -0.04688 0.79675 2.84729
H 0.28643 -0.60601 3.95394
H -0.74488 -0.68189 2.52474
H 1.73854 0.92021 1.21596
H 2.52945 -0.52191 0.52301
H -0.38214 0.01652 0.50741
H -0.58074 -1.98958 -1.03977
H -0.47984 -2.46767 0.67766
H 0.84638 -2.67332 -0.21997
H 1.56485 0.19541 -1.47263
H 0.27185 1.05006 -1.16678
C 5.80202 3.30237 -4.95332
O 5.80278 2.09631 -4.28407
C 4.69081 1.16896 -4.58202
C 4.82995 -0.00096 -3.58272
C 3.68983 -1.13342 -3.70914
N 4.61439 0.53864 -2.27366
H 5.16844 4.07228 -4.51293
H 5.55098 3.19790 -6.00885
H 6.83013 3.66439 -4.94837
H 3.73991 1.64864 -4.35008
H 4.81762 0.68677 -5.55130
H 5.85180 -0.35486 -3.71940
H 3.85443 -2.03099 -3.11301
H 3.58639 -1.52965 -4.71928
H 2.75310 -0.65806 -3.41815
H 5.11601 -0.00609 -1.58682
H 5.04537 1.44703 -2.36949
C -0.51699 -0.99913 7.12945
O -0.04288 -1.77459 8.23909
C 1.17979 -1.32501 8.82958
C 1.77599 -2.42279 9.72910
C 0.88701 -2.66072 10.91093
N 3.04681 -2.15878 10.24544
H -0.60175 0.06477 7.35085
H -1.51054 -1.36951 6.87689
H 0.10123 -1.20282 6.25514
H 1.99386 -0.92755 8.22343
H 0.90154 -0.50437 9.49080
H 1.75909 -3.31645 9.10524
H -0.06084 -3.05059 10.53988
H 0.60359 -1.77194 11.47470
H 1.31089 -3.36090 11.63077
H 2.82935 -1.22355 10.55876
H 3.15850 -2.68876 11.09794
C 3.91561 1.22008 3.77681
O 4.67630 2.43876 3.78770
C 4.60509 3.23635 2.59927
C 5.06182 4.70752 2.48921
C 4.55493 5.52647 3.61116
N 4.58537 5.31300 1.29487
H 4.12698 0.42284 3.06419
H 2.86194 1.42828 3.59102
H 4.02040 0.82475 4.78718
H 5.02497 2.66836 1.76911
H 3.59208 3.29754 2.20156
H 6.15095 4.74669 2.50808
H 3.48958 5.29604 3.60445
H 4.62917 6.61153 3.53881
H 4.85381 5.12400 4.57904
H 4.93854 4.85619 0.46620
H 4.68573 6.30837 1.15602
C -1.73020 -4.17388 2.44720
O -2.40417 -3.92597 1.20849
C -3.73725 -3.53136 1.26460
C -4.26597 -3.28763 -0.23527
C -5.75571 -3.04055 -0.31145
N -3.95772 -4.49480 -0.96051
H -1.20772 -3.28782 2.80774
H -1.08887 -5.05303 2.50955
H -2.46449 -4.41904 3.21454
H -4.31434 -4.38506 1.61993
H -3.94513 -2.62938 1.84021
H -3.77667 -2.39562 -0.62642
H -6.17823 -2.11412 0.07753
H -6.43455 -3.85560 -0.06051
H -5.96506 -2.89097 -1.37065
H -2.95916 -4.34333 -0.96551
H -4.08316 -5.22857 -0.27790
C -2.36628 4.17545 -0.11421
O -1.27210 3.31073 -0.23987
C 0.01610 3.73006 0.34839
C 0.92188 4.49782 -0.67077
C 1.83709 3.75058 -1.62813
N 1.93520 5.32605 -0.02595
H -3.04174 4.03552 -0.95817
H -2.10725 5.23387 -0.14208
H -3.03121 4.04952 0.74027
H -0.03665 4.27411 1.29142
H 0.53521 2.81030 0.61798
H 0.35508 5.17569 -1.30900
H 2.51866 4.35285 -2.22881
H 1.20551 3.23733 -2.35325
H 2.41722 2.99352 -1.10051
H 2.80520 5.06205 0.41394
H 2.28391 5.90648 -0.77536
C -6.74873 0.34739 -1.37184
O -5.36407 0.40981 -0.98010
C -4.61326 0.88006 -2.10440
C -3.07133 0.74704 -2.12652
C -2.45479 1.38528 -3.33381
N -2.66751 -0.68621 -2.15651
H -7.13280 1.30129 -1.73331
H -7.27606 0.09343 -0.45231
H -6.89468 -0.35463 -2.19279
H -4.98381 0.47751 -3.04713
H -4.87665 1.93680 -2.05948
H -2.62804 1.01821 -1.16837
H -3.07227 1.35497 -4.23153
H -1.49990 0.94585 -3.62221
H -2.27010 2.43024 -3.08473
H -2.89732 -1.03172 -1.23569
H -1.66896 -0.82860 -2.20875
C 0.98277 1.13219 -5.07874
O 1.25262 2.29601 -5.86727
H 1.02001 1.44662 -4.03574
H -0.01237 0.73283 -5.27445
H 1.72764 0.35643 -5.25611
H 0.46628 2.84457 -5.81886
```

Values from the calculation:
SMILES: COC[C@H](C)N.COC[C@H](C)N.COC[C@H](C)N.COC[C@H](C)N.COC[C@H](C)N.COC[C@H](C)N.COC[C@H](C)N.COC[C@H](C)N.CO
Molar mass: 745.1 g/mol
Lowest unoccupied orbital energy: 0.44 eV
Frontier orbital gap: 8.5 eV
Spin multiplicity: 1
DFT total energy: -2427.3522 hartree
Relative energy (zero: lowest compared OMol25 entry of this formula, charge and spin): 516.2 kJ/mol



[3]
Below is a cluster of 11 separate species, C33H93O38P5S6 in total at a distorted geometry, with properties calculated with ωB97M-V with the def2-TZVPD basis set.

```
175
C33H93O38P5S6 (ωB97M-V with the def2-TZVPD basis set)
C 0.25277 3.68776 6.83237
C 0.65869 4.11531 5.41584
O -0.33416 4.99289 4.93831
S -0.24170 5.51534 3.31773
C -0.49344 7.36568 3.56477
O 1.05318 5.30943 2.82699
O -1.44227 4.99937 2.62027
H -0.53127 2.93078 6.81359
H -0.13926 4.36468 7.59144
H 1.18761 3.22514 7.14885
H 1.62495 4.59763 5.26818
H 0.66271 3.28722 4.70707
H -1.51729 7.41228 3.19374
H 0.05292 7.88820 2.77955
H -0.60270 7.48829 4.64232
C -1.51578 4.51753 -1.41100
C -0.33029 4.65159 -2.40593
O -0.82480 5.58007 -3.39029
S -1.03394 5.00575 -4.88218
C 0.67515 4.46476 -5.36054
O -1.91967 3.81956 -4.74220
O -1.32360 6.11565 -5.79453
H -1.17161 3.86347 -0.60985
H -2.42733 4.15651 -1.88728
H -1.65148 5.37029 -0.74580
H 0.44387 5.12851 -1.80483
H 0.07385 3.72053 -2.80330
H 0.52575 4.14751 -6.39259
H 1.03746 3.52669 -4.93999
H 1.40415 5.25519 -5.18201
C -1.28621 -6.21998 -2.82101
C -1.96484 -5.36989 -1.73093
O -2.21377 -6.28761 -0.72399
S -2.47085 -5.53768 0.80162
C -0.57625 -5.19200 1.15051
O -3.07478 -4.25519 0.65657
O -2.96896 -6.60041 1.73694
H -2.03173 -6.92766 -3.18364
H -0.41199 -6.74276 -2.43302
H -0.97608 -5.57330 -3.64182
H -1.29554 -4.55962 -1.44180
H -2.82227 -4.90754 -2.21994
H -0.37741 -4.53300 0.30536
H -0.14718 -6.19135 1.07779
H -0.42927 -4.70270 2.11336
C 0.48005 -1.09867 -4.93302
C 1.47834 -0.29967 -4.09816
O 2.81287 -0.69691 -4.30453
S 3.67691 0.02598 -5.56704
C 5.34056 -0.08197 -4.76746
O 3.77888 -0.87357 -6.70356
O 3.23733 1.39685 -5.66190
H -0.21777 -0.31569 -5.22982
H -0.06516 -1.75728 -4.25694
H 0.82280 -1.73235 -5.75098
H 1.32963 0.77322 -4.22019
H 1.26939 -0.57825 -3.06528
H 5.50717 -1.07195 -4.34287
H 5.42859 0.62764 -3.94478
H 6.12993 0.24858 -5.44253
C 0.10930 1.63612 2.19610
C 0.64369 1.13824 0.79317
O 0.28581 -0.19350 0.46365
S -0.65561 -0.38785 -0.89958
C -2.36238 -0.13719 -0.24485
O -0.46802 0.71936 -1.90432
O -0.49422 -1.79148 -1.40672
H -0.58264 2.47245 2.09683
H 0.94073 2.02924 2.78115
H -0.51119 0.85413 2.63381
H 0.02200 1.68360 0.08311
H 1.68325 1.43279 0.64948
H -2.27959 0.69908 0.44933
H -2.50151 -1.02069 0.37818
H -3.14900 -0.14348 -0.99936
C 3.80789 -0.60156 3.25015
C 5.25954 -0.22620 3.37617
O 5.74984 -0.87083 4.55875
S 7.33775 -1.19584 4.61133
C 8.20894 0.46942 4.33685
O 7.63765 -1.63062 5.95519
O 7.74580 -2.08868 3.52438
H 3.36805 -0.26970 4.19063
H 3.68770 -1.63184 2.91524
H 3.32946 -0.00132 2.47625
H 5.80725 -0.48585 2.47025
H 5.33825 0.85804 3.45571
H 9.21138 0.15493 4.04648
H 8.34896 1.08591 5.22479
H 7.73307 0.99314 3.50777
C 3.96616 -6.58589 -3.32930
O 3.43488 -5.33827 -2.80448
P 3.43946 -5.05683 -1.20983
O 2.18360 -5.38283 -0.40425
O 3.85814 -3.53883 -1.22831
C 2.86737 -2.59306 -0.85727
O 4.72725 -5.85298 -0.82570
C 5.66495 -5.40635 0.26709
H 4.99412 -6.38543 -3.63134
H 3.54266 -6.85043 -4.29820
H 3.92881 -7.49649 -2.73139
H 1.97356 -2.80708 -0.27126
H 2.51219 -2.06394 -1.74157
H 3.29192 -1.85707 -0.17450
H 6.61778 -5.17708 -0.21004
H 5.94839 -6.25243 0.89312
H 5.26091 -4.62430 0.90993
C 0.14425 -1.79762 2.94359
O -0.71179 -1.20130 3.93145
P -0.25565 -0.96050 5.47318
O -1.17190 -0.12381 6.33517
O 0.04905 -2.50194 5.96530
C -0.45448 -3.16347 7.17255
O 1.24388 -0.30428 5.33535
C 1.62708 0.70257 6.39238
H 0.52945 -2.67151 3.46898
H 0.95198 -1.09116 2.75227
H -0.29142 -2.14560 2.00700
H -1.47096 -2.84513 7.40389
H 0.18168 -2.89350 8.01547
H -0.33259 -4.24664 7.17273
H 2.56865 0.32104 6.78730
H 0.98362 0.90606 7.24833
H 1.84620 1.64471 5.88992
C -7.26943 3.24121 -5.49228
O -6.40809 2.85802 -4.46319
P -6.79611 1.57238 -3.62956
O -6.59904 0.29782 -4.32379
O -5.92969 1.69449 -2.22956
C -6.41170 1.18429 -0.99678
O -8.31776 1.96011 -3.14009
C -9.44956 1.15030 -3.35250
H -8.23516 2.75923 -5.64451
H -6.74008 3.05639 -6.42702
H -7.44408 4.31700 -5.47550
H -7.46853 0.92234 -1.04761
H -6.37517 2.01380 -0.29061
H -5.87465 0.35466 -0.53700
H -9.22319 0.44027 -4.14793
H -10.22832 1.81855 -3.72002
H -9.70674 0.57199 -2.46508
C 6.24699 5.03547 -2.37951
O 5.82850 4.61308 -1.09484
P 4.23702 4.34703 -0.89462
O 3.29956 5.31050 -1.48094
O 4.00684 2.83236 -1.23315
C 2.98209 2.48513 -2.19596
O 4.07185 4.33981 0.74669
C 4.90262 3.60337 1.62072
H 7.24951 4.81081 -2.74361
H 6.38170 6.11711 -2.37999
H 5.52378 4.79029 -3.15729
H 3.39388 1.70486 -2.83604
H 2.45120 3.28954 -2.70506
H 2.22095 1.90982 -1.66891
H 4.42532 2.93002 2.33268
H 5.45097 4.26294 2.29331
H 5.56737 2.91854 1.09421
C -9.04266 -1.67097 0.60983
O -7.74768 -1.54094 1.21567
P -6.44170 -2.42742 0.63750
O -5.07848 -1.99357 0.95053
O -6.98701 -3.86346 1.20906
C -6.37931 -5.06686 0.83262
O -6.71901 -2.73381 -0.95285
C -5.73446 -2.59520 -1.93879
H -9.08623 -0.69292 0.13064
H -9.79316 -1.80489 1.38888
H -8.97801 -2.46928 -0.12950
H -7.11883 -5.85884 0.71437
H -5.75730 -5.37023 1.67473
H -5.60545 -4.87649 0.08898
H -4.79530 -2.26218 -1.49700
H -6.13512 -2.11185 -2.82982
H -5.37975 -3.55138 -2.32350
```

Values from the calculation:
SMILES: CCOS(C)(=O)=O.CCOS(C)(=O)=O.CCOS(C)(=O)=O.CCOS(C)(=O)=O.CCOS(C)(=O)=O.CCOS(C)(=O)=O.COP(=O)(OC)OC.COP(=O)(OC)OC.COP(=O)(OC)OC.COP(=O)(OC)OC.COP(=O)(OC)OC
Molar mass: 1445.3 g/mol
Lowest unoccupied orbital energy: -0.07 eV
Frontier orbital gap: 10.3 eV
Spin multiplicity: 1
DFT total energy: -8268.2483 hartree